Entry from OMol25: a structure of composition C16H35O8PTl in a non-equilibrium geometry (wB97M-V/def2-TZVPD).

Each line ends with the Mulliken charge.
Atoms and positions in Å:
Tl 7.97277 12.14730 7.79442  2.220
C 6.42021 14.64847 9.08968  -0.639
C 6.29872 13.54555 10.09974  -0.690
O 7.41295 12.60294 10.08807  -0.413
C 8.43167 12.96859 11.09691  -0.610
C 9.58777 12.00817 10.84119  -0.652
O 9.82526 12.08894 9.40263  -0.263
C 11.20213 12.14477 8.88399  -0.574
C 11.26185 12.99520 7.61884  -0.733
O 10.12362 12.72515 6.79412  -0.357
C 9.94413 13.63850 5.75305  -0.618
C 8.77255 13.28003 4.94258  -0.694
O 7.59346 13.16328 5.72424  -0.368
C 6.51166 14.07555 5.43961  -0.436
C 6.31019 14.91851 6.66386  -0.656
O 6.67406 14.08840 7.81249  -0.288
H 7.25112 15.40072 9.22013  0.318
H 5.46578 15.14301 9.03565  0.544
H 5.36297 12.92423 9.91818  0.265
H 6.14220 13.91056 11.09935  0.553
H 7.99555 12.75080 12.06469  0.423
H 8.62154 14.04373 10.99439  0.423
H 9.33547 11.02756 11.23975  0.187
H 10.51229 12.15477 11.37323  0.555
H 11.57370 11.13648 8.74099  0.345
H 11.81961 12.58408 9.71836  0.421
H 12.12764 12.91317 6.98143  0.443
H 11.17049 14.04764 7.88866  0.391
H 10.86498 13.75970 5.17534  0.549
H 9.73973 14.57244 6.28335  0.333
H 8.95081 12.34795 4.48488  0.347
H 8.63874 14.06539 4.16480  0.453
H 5.57166 13.46725 5.23545  0.252
H 6.71699 14.68023 4.55340  0.434
H 5.25507 15.25533 6.78664  0.436
H 6.87970 15.88417 6.71455  0.327
C 4.39329 8.13997 6.83808  -1.258
C 4.87069 9.47715 6.56580  0.079
O 6.33779 9.47887 6.80158  -0.210
P 7.06470 9.84698 8.09909  -0.020
O 8.32857 8.99472 8.19377  -0.076
C 8.59844 7.62952 7.52182  -0.018
C 9.97214 7.12786 7.95144  -1.386
O 6.17230 10.01509 9.38567  -0.079
C 5.87964 8.99889 10.51184  -0.308
C 6.17684 9.81415 11.77609  -0.752
H 3.37034 8.02938 6.74592  0.436
H 4.68175 7.80932 7.84556  0.252
H 4.88734 7.38822 6.20534  0.340
H 4.39529 10.23211 7.33214  0.262
H 4.76610 9.72594 5.49048  0.291
H 8.68046 7.81098 6.48556  0.303
H 7.85599 6.81762 7.88465  0.332
H 10.84418 7.72764 7.65906  0.331
H 10.12151 6.15517 7.51682  0.446
H 10.06508 6.91408 9.02009  0.365
H 6.61043 8.14036 10.37555  0.366
H 4.86821 8.70282 10.35984  0.341
H 7.24441 10.22223 11.81664  -0.060
H 6.09780 9.15271 12.64877  0.515
H 5.38476 10.60152 11.85166  0.278

Calculated values
Total charge: +3
Max |F| in eV Å⁻¹: 3.33
HOMO level in eV: -19.6
Kohn-Sham gap in Ha: 0.3346
Lowest unoccupied orbital energy in eV: -10.508